# 1
The following is a quantum chemistry calculation of a 10-piece molecular cluster, C48H112N4O10 overall at a distorted geometry, from the OMol25 dataset.

Relative energy (zero: lowest compared OMol25 entry of this formula, charge and spin) = 4.291 eV
Structure (SMILES) = CC1(C)CCCC(C)(C)N1O.CC1(C)CCCC(C)(C)N1O.CC1(C)CCCC(C)(C)N1O.CC1(C)CCCC(C)(C)N1O.CCO.CCO.CCO.CCO.CCO.CCO
Orbital gap = 8.536 eV
Charge = 0
Multiplicity = 1

CARTESIAN COORDINATES (ANGSTROEM)
C1 0.25481 -2.29319 2.92663
C2 0.36466 -1.60025 1.57125
C3 1.03179 -2.57880 0.61050
C4 -1.04305 -1.33116 1.01109
C5 -1.73786 -0.09304 1.65329
C6 -0.77284 1.06569 1.41324
C7 0.64972 0.94259 1.96614
C8 1.44797 2.00755 1.16931
C9 0.74467 1.22367 3.47129
N1 1.16359 -0.37799 1.60783
O1 2.49277 -0.56447 2.04439
H1 1.19321 -2.70029 3.30473
H2 -0.24421 -1.72097 3.71294
H3 -0.42241 -3.14442 2.80302
H4 2.07438 -2.83463 0.78023
H5 0.40728 -3.47849 0.58772
H6 0.89834 -2.27476 -0.43362
H7 -1.21452 -1.15493 -0.05134
H8 -1.70957 -2.14861 1.30919
H9 -2.67435 0.13556 1.14292
H10 -1.98705 -0.22987 2.70837
H11 -1.25676 1.83629 2.02392
H12 -0.75678 1.39839 0.37793
H13 2.42608 2.00695 1.66373
H14 1.08491 3.03190 1.23000
H15 1.59585 1.66390 0.14781
H16 0.24923 0.43063 4.03601
H17 0.10731 2.09202 3.66741
H18 1.74559 1.44203 3.83819
H19 2.40516 -0.76561 2.99561
C10 0.65147 -3.02387 -4.27948
C11 -0.73244 -3.73623 -4.32778
C12 -1.74152 -2.73975 -3.76485
C13 -0.98975 -3.99540 -5.81134
C14 -2.13859 -4.98639 -6.09265
C15 -2.02916 -6.25010 -5.21474
C16 -1.73439 -5.99985 -3.70594
C17 -3.05594 -5.64394 -3.00211
C18 -1.28937 -7.40382 -3.23524
N2 -0.68709 -5.00105 -3.62163
O2 -0.25309 -4.78977 -2.27007
H20 0.76492 -2.30853 -3.46148
H21 1.42587 -3.76099 -4.04795
H22 0.95475 -2.53090 -5.20164
H23 -2.74495 -3.16873 -3.86399
H24 -1.60995 -2.51095 -2.70350
H25 -1.78671 -1.78836 -4.29294
H26 -1.20414 -3.10045 -6.39428
H27 -0.16369 -4.54052 -6.27920
H28 -3.06703 -4.48293 -5.79116
H29 -2.22337 -5.22682 -7.15023
H30 -1.18529 -6.83244 -5.60007
H31 -2.87309 -6.91520 -5.40268
H32 -3.58244 -6.52474 -2.63448
H33 -3.74305 -5.10784 -3.66131
H34 -2.97564 -4.98427 -2.13037
H35 -0.42514 -7.72853 -3.80756
H36 -2.16162 -8.04512 -3.37160
H37 -1.12052 -7.50435 -2.16028
H38 -1.00751 -4.22783 -2.00803
C19 -4.27585 5.08080 -1.07777
C20 -2.76907 4.85790 -0.78655
C21 -2.14435 3.90046 -1.81289
C22 -2.00753 6.18376 -0.93829
C23 -2.30556 7.06824 0.23047
C24 -1.91614 6.34478 1.50501
C25 -2.63599 5.01481 1.76871
C26 -1.79934 4.34877 2.86575
C27 -4.02565 5.28389 2.31747
N3 -2.60162 4.20272 0.53356
O3 -3.28693 2.96464 0.66328
H39 -4.87017 4.21778 -0.76633
H40 -4.45858 5.07407 -2.15667
H41 -4.71030 5.98778 -0.66947
H42 -2.31406 4.32417 -2.80823
H43 -2.64083 2.92822 -1.79803
H44 -1.07135 3.73966 -1.72534
H45 -0.92298 6.08703 -1.02804
H46 -2.37076 6.69355 -1.83562
H47 -3.37561 7.30079 0.22611
H48 -1.81867 8.04320 0.14291
H49 -2.18574 7.04919 2.29880
H50 -0.83279 6.21504 1.53640
H51 -1.74110 4.97730 3.75146
H52 -2.20951 3.34835 3.03023
H53 -0.79086 4.17077 2.48513
H54 -4.62320 4.39365 2.52307
H55 -3.95629 5.81839 3.26749
H56 -4.57667 5.95282 1.65326
H57 -4.19212 3.32028 0.64461
C28 2.96145 0.92544 -3.62420
C29 3.49112 2.30686 -4.01377
C30 4.88273 2.56888 -3.42052
C31 3.50690 2.26872 -5.56151
C32 3.82534 3.64966 -6.14824
C33 2.80720 4.65319 -5.61796
C34 2.61715 4.68015 -4.07478
C35 3.84679 5.46051 -3.55128
C36 1.38282 5.54111 -3.79709
N4 2.44737 3.29586 -3.67536
O4 2.03239 3.24990 -2.30390
H58 3.60598 0.12303 -3.99346
H59 2.89578 0.74949 -2.55015
H60 1.99459 0.58543 -4.01051
H61 4.87391 3.00760 -2.42305
H62 5.44419 1.63674 -3.32641
H63 5.46311 3.22986 -4.06057
H64 4.42784 1.75073 -5.86086
H65 2.65199 1.79631 -6.03435
H66 4.82678 4.03525 -5.91902
H67 3.94524 3.69429 -7.23537
H68 1.86294 4.57313 -6.16698
H69 3.12290 5.66222 -5.91392
H70 3.80232 6.55427 -3.59750
H71 4.80618 5.24349 -4.02522
H72 4.08091 5.35791 -2.48373
H73 1.21665 5.77320 -2.74108
H74 0.47845 4.94851 -3.97790
H75 1.36331 6.46995 -4.36087
H76 1.32570 2.59495 -2.36622
C37 2.82459 -1.59228 8.18259
C38 2.50045 -1.81198 6.69935
O5 1.39749 -1.00574 6.31983
H77 3.47205 -2.42752 8.48444
H78 1.91973 -1.81317 8.74629
H79 3.40592 -0.69179 8.35117
H80 2.29604 -2.83401 6.38019
H81 3.41203 -1.55822 6.13569
H82 1.65032 -0.08784 6.46180
C39 1.22586 4.30127 7.16973
C40 0.04040 3.83431 6.35038
O6 -1.15152 3.76741 7.12258
H83 1.29249 3.68959 8.07086
H84 1.15044 5.34293 7.47238
H85 2.07855 4.10825 6.51816
H86 0.27050 2.86149 5.90491
H87 -0.15377 4.56055 5.55368
H88 -1.93734 3.73327 6.57488
C41 -5.75086 0.08257 2.49785
C42 -6.50239 -0.54489 3.66225
O7 -7.84337 -0.03889 3.72761
H89 -6.27538 -0.02390 1.54877
H90 -4.84985 -0.52974 2.40265
H91 -5.48083 1.12013 2.69144
H92 -5.95120 -0.32565 4.57660
H93 -6.50048 -1.60437 3.39322
H94 -8.25063 -0.55783 4.43028
C43 5.59187 -0.24911 -0.27294
C44 4.70965 -1.49509 -0.49014
O8 3.56250 -1.16682 -1.27392
H95 5.24578 0.26467 0.63296
H96 5.43331 0.51569 -1.03254
H97 6.65021 -0.42792 -0.08632
H98 4.38435 -1.95212 0.44531
H99 5.27425 -2.23449 -1.06080
H100 2.90090 -0.91788 -0.61281
C45 -2.29240 -5.87604 1.64972
C46 -1.35680 -6.77973 0.90435
O9 -0.15415 -6.10120 0.48890
H101 -1.87274 -5.37303 2.51977
H102 -3.19474 -6.40122 1.97546
H103 -2.65630 -5.13325 0.93227
H104 -1.70587 -7.03285 -0.10775
H105 -1.12324 -7.71966 1.40611
H106 -0.32734 -5.57795 -0.29788
C47 2.93708 -6.09365 2.63748
C48 2.39772 -7.50963 2.66389
O10 3.01756 -8.43799 1.75605
H107 2.83032 -5.52876 1.70440
H108 4.00823 -5.99859 2.82697
H109 2.34462 -5.46383 3.30733
H110 1.37564 -7.55735 2.26700
H111 2.37606 -8.03432 3.61647
H112 3.00436 -8.07736 0.86527

---

# 2
The following is a quantum chemistry calculation of a 7-piece molecular cluster, C48H120BF4N6O6 overall at a distorted geometry, from the OMol25 dataset.

Relative energy (zero: lowest compared OMol25 entry of this formula, charge and spin) = 1.220 eV
Orbital gap = 10.380 eV
Charge = +5
Multiplicity = 1

CARTESIAN COORDINATES (ANGSTROEM)
C1 4.43168 6.27167 3.20390
C2 3.95984 6.45903 1.77743
N1 3.94217 5.14967 0.95973
C3 3.43191 5.53467 -0.41621
C4 5.30919 4.51860 0.78502
C5 6.42781 5.47242 0.37803
C6 3.06281 4.04499 1.53596
C7 1.55088 4.29818 1.48732
O1 1.16679 5.44263 2.20215
C8 0.90824 5.20052 3.55873
H1 3.58848 5.83274 3.73373
H2 4.50036 7.28495 3.61064
H3 5.38226 5.79622 3.42603
H4 4.50611 7.16881 1.15979
H5 2.91310 6.74576 1.75670
H6 4.14783 6.24401 -0.81420
H7 2.46046 5.99550 -0.26052
H8 3.34140 4.61201 -0.98487
H9 5.20314 3.61306 0.18915
H10 5.54607 4.14542 1.78619
H11 7.34510 4.91452 0.21368
H12 6.46135 6.25267 1.13291
H13 6.22396 5.93332 -0.59128
H14 3.34511 4.00404 2.58789
H15 3.31483 3.14098 0.98839
H16 1.06082 3.41260 1.90202
H17 1.23653 4.34828 0.44489
H18 0.82102 6.12390 4.12926
H19 1.70234 4.65185 4.08846
H20 -0.00492 4.62342 3.73622
C9 -7.07837 -3.06722 3.18134
C10 -8.06529 -2.32686 2.28230
N2 -8.01559 -2.69037 0.80043
C11 -8.51294 -4.12256 0.70969
C12 -9.00551 -1.76598 0.11655
C13 -9.44550 -2.12338 -1.27931
C14 -6.65389 -2.61749 0.17716
C15 -5.85270 -1.31325 0.28613
O2 -5.78479 -0.78971 1.57595
C16 -4.90663 0.28931 1.78998
H21 -6.58518 -2.36117 3.85654
H22 -6.22176 -3.56447 2.72520
H23 -7.56460 -3.72587 3.90062
H24 -7.79947 -1.27451 2.26859
H25 -9.08323 -2.49577 2.61632
H26 -7.86272 -4.72151 1.33910
H27 -8.40898 -4.40697 -0.33337
H28 -9.54929 -4.12835 1.03104
H29 -8.60110 -0.76063 0.23726
H30 -9.86824 -1.77068 0.78574
H31 -9.66903 -3.16094 -1.51637
H32 -8.62934 -1.94450 -1.99859
H33 -10.20313 -1.43289 -1.64217
H34 -6.79392 -2.79314 -0.88952
H35 -6.05078 -3.44742 0.54265
H36 -6.27669 -0.58112 -0.41585
H37 -4.84238 -1.53249 -0.08564
H38 -3.90976 0.01448 2.15845
H39 -5.27696 0.94351 2.58025
H40 -4.73343 0.89844 0.89799
C17 -1.86891 -3.32905 8.49799
C18 -2.78347 -2.78559 7.40923
N3 -2.35586 -2.97254 5.95609
C19 -1.21892 -1.99725 5.74020
C20 -1.83993 -4.36928 5.71118
C21 -2.92920 -5.43885 5.71099
C22 -3.57220 -2.54676 5.17429
C23 -3.45721 -2.47536 3.65251
O3 -2.99679 -3.61493 2.99478
C24 -2.83053 -3.41382 1.61273
H41 -0.85981 -2.93131 8.56915
H42 -1.81796 -4.41703 8.43044
H43 -2.37490 -3.16904 9.45062
H44 -3.00171 -1.72408 7.54011
H45 -3.77633 -3.22879 7.49987
H46 -0.76912 -2.14994 4.76086
H47 -0.52210 -2.21782 6.54308
H48 -1.54750 -0.96046 5.76766
H49 -1.11283 -4.57143 6.49582
H50 -1.24463 -4.33114 4.80236
H51 -3.35749 -5.55709 6.70577
H52 -2.46623 -6.38504 5.43910
H53 -3.71438 -5.20301 4.99911
H54 -3.90749 -1.61206 5.61519
H55 -4.35916 -3.27587 5.37098
H56 -2.77205 -1.64970 3.40771
H57 -4.46827 -2.18309 3.35020
H58 -2.39611 -4.31751 1.18351
H59 -2.05721 -2.65643 1.42434
H60 -3.76721 -3.18385 1.10161
C25 2.12560 -3.31611 3.55803
C26 2.32466 -2.06758 2.72328
N4 3.41748 -1.13021 3.21721
C27 3.42962 0.09319 2.33935
C28 3.24086 -0.68113 4.64524
C29 1.90923 -0.13668 5.13681
C30 4.73491 -1.89037 3.03899
C31 5.96230 -1.22151 3.61641
O4 6.26597 -0.12143 2.75467
C32 7.23782 0.76011 3.28183
H61 3.01765 -3.90639 3.75410
H62 1.40093 -4.02103 3.15401
H63 1.74834 -2.98122 4.53021
H64 1.42195 -1.49153 2.53875
H65 2.70730 -2.31575 1.73113
H66 4.08815 0.83639 2.77099
H67 2.45022 0.57108 2.28753
H68 3.67867 -0.18304 1.32006
H69 3.97718 0.11777 4.73439
H70 3.61427 -1.44822 5.32437
H71 1.03713 -0.79214 5.18123
H72 1.55270 0.69666 4.52606
H73 2.07047 0.24809 6.14293
H74 4.79073 -2.14244 1.98614
H75 4.61559 -2.78886 3.64522
H76 6.81244 -1.90401 3.51678
H77 5.87383 -0.91928 4.66114
H78 7.23814 0.80573 4.37687
H79 7.11518 1.79356 2.95720
H80 8.25182 0.45427 3.01181
C33 -0.73387 2.81021 -6.67660
C34 -0.10599 3.53711 -5.49955
N5 -0.07001 2.82335 -4.16169
C35 -1.49596 2.58701 -3.70881
C36 0.57148 1.46663 -4.32855
C37 1.98078 1.49395 -4.90343
C38 0.63912 3.58720 -3.08086
C39 0.18125 5.01677 -2.91234
O5 0.50664 5.88216 -3.96190
C40 1.86486 6.30230 -4.03504
H81 -1.81274 2.72295 -6.54536
H82 -0.31517 1.85493 -6.98160
H83 -0.61619 3.48355 -7.52743
H84 -0.56424 4.51734 -5.37570
H85 0.93410 3.81656 -5.67507
H86 -2.00119 2.07562 -4.52446
H87 -1.99618 3.55048 -3.66132
H88 -1.41015 2.02166 -2.78579
H89 -0.10490 0.88080 -4.94227
H90 0.68305 1.05170 -3.32700
H91 2.80881 1.87482 -4.30908
H92 2.01919 1.93662 -5.90216
H93 2.32370 0.49049 -5.16608
H94 1.71303 3.57105 -3.27122
H95 0.48831 3.06683 -2.13251
H96 0.53667 5.42492 -1.95473
H97 -0.90040 5.10753 -2.77298
H98 2.38132 5.67496 -4.77168
H99 2.35985 6.27985 -3.06289
H100 1.88657 7.30113 -4.46643
C41 2.58418 -2.68851 -10.05605
C42 1.57912 -3.09242 -8.98798
N6 2.03409 -2.77808 -7.54253
C43 3.02093 -3.84847 -7.18615
C44 2.65881 -1.43138 -7.41586
C45 1.78077 -0.27142 -7.92098
C46 0.79906 -3.02596 -6.71696
C47 0.94948 -3.00287 -5.19882
O6 1.76475 -1.95152 -4.73205
C48 1.71420 -1.88256 -3.31644
H101 2.21033 -2.98043 -11.03547
H102 3.52479 -3.24021 -9.95394
H103 2.93684 -1.65914 -10.06474
H104 1.39736 -4.16215 -9.01769
H105 0.64536 -2.54660 -9.10414
H106 2.55959 -4.82980 -7.23608
H107 3.46227 -3.69933 -6.20169
H108 3.84770 -3.77123 -7.88949
H109 3.59058 -1.44357 -7.97766
H110 2.92285 -1.26907 -6.37846
H111 0.92450 -0.15633 -7.25241
H112 1.38434 -0.49804 -8.90893
H113 2.31838 0.67122 -7.94875
H114 0.32809 -3.98493 -6.93683
H115 0.06175 -2.30373 -7.07345
H116 1.35459 -3.96761 -4.87477
H117 -0.05327 -2.88561 -4.77077
H118 0.68845 -1.65621 -3.00760
H119 2.29208 -1.02665 -2.96429
H120 2.09293 -2.73847 -2.75442
B1 0.58086 0.64167 0.02544
F1 0.86156 -0.67660 0.41227
F2 -0.26735 1.27471 0.95281
F3 1.75905 1.40911 -0.07991
F4 -0.06187 0.54898 -1.24653